Molecular formula: C25H20BrCl3NO4RhS2
Method: DFT, ωB97M-V/def2-TZVPD

Its total charge is -2.

Atoms and positions in Å:
Rh 1.28190 0.03413 0.07983
N -0.14044 -1.46940 -0.36448
C -1.43342 -1.15861 -0.84569
C -2.56005 -1.72616 -0.27629
C -3.82085 -1.38995 -0.74315
C -3.93605 -0.47066 -1.77232
C -2.79819 0.08594 -2.33817
C -1.51466 -0.26013 -1.91420
C -0.31294 0.37502 -2.53508
C -0.46575 0.77354 -3.87410
C 0.44934 1.59587 -4.49954
C 1.52274 2.07076 -3.75741
C 1.71473 1.62798 -2.46038
C 0.86918 0.70878 -1.82739
H -0.10667 -2.11776 0.41794
H 0.45873 -1.83621 -1.10795
H -2.43749 -2.41590 0.55128
H -4.70465 -1.80947 -0.27818
H -4.91511 -0.15426 -2.11220
H -2.90889 0.84464 -3.10158
H -1.32829 0.42382 -4.43083
H 0.31554 1.87677 -5.53837
H 2.22808 2.77090 -4.19212
H 2.56478 2.01152 -1.91869
C 3.03510 -4.19887 0.83863
C 2.42052 -2.82593 1.01564
S 2.68974 -1.76319 -0.37647
C 1.83812 -2.42353 2.15699
C 1.73682 -3.31857 3.36626
S 1.20606 -0.79761 2.38861
H 3.41130 -4.30719 -0.17892
H 2.31133 -5.00182 1.01107
H 3.87642 -4.35849 1.52068
H 2.04827 -4.34447 3.16071
H 0.71125 -3.33646 3.74549
H 2.36250 -2.92614 4.17433
Cl 6.54653 1.51266 0.84960
C 5.01450 2.34327 0.45926
Cl 4.40114 3.11524 1.92072
Cl 5.35427 3.61180 -0.75526
C 4.01404 1.29188 -0.20135
O 2.91241 1.26376 0.40132
O 4.45234 0.72217 -1.18184
Br -5.89797 0.67042 3.43101
C -4.28780 1.24734 2.57018
C -4.36760 2.20663 1.57529
C -3.19641 2.60988 0.95322
C -1.97183 2.04263 1.29218
C -1.92821 1.06674 2.27927
C -3.08755 0.67478 2.93923
C -0.68541 2.60508 0.68563
O -0.73761 3.79418 0.35856
O 0.35560 1.87928 0.68797
H -5.32440 2.63039 1.29933
H -3.20475 3.38789 0.20061
H -0.97705 0.61694 2.53868
H -3.05326 -0.08183 3.71243

Here are the natural (NBO) charges for atoms 1 to 5, given in e: Rh 0.770; N -0.778; C 0.237; C -0.253; C -0.226

---

Molecular formula: C25H20BrFeN6OS4
Method: DFT, ωB97M-V/def2-TZVPD

The spin multiplicity is 2.

Atoms and positions in Å:
Fe -0.77524 -0.20574 0.03361
C 1.66071 3.37620 -3.59758
C 2.13024 2.08076 -3.76944
C 1.96177 1.13088 -2.77556
C 1.31549 1.45524 -1.57752
C 0.85973 2.76361 -1.40993
C 1.02795 3.71106 -2.40927
N 1.05192 0.48208 -0.59429
C 1.97627 -0.44669 -0.32710
C 3.39167 -0.28607 -0.46871
C 4.24551 -1.27585 -0.08541
C 3.79040 -2.51231 0.44656
C 2.45304 -2.72008 0.58756
C 1.54622 -1.70297 0.21226
N 0.19304 -1.82523 0.27507
N -0.37491 -2.93613 0.53723
C -1.75438 -2.81418 0.43714
C -2.55344 -3.94853 0.57499
C -3.91009 -3.82501 0.36116
C -4.43772 -2.58589 0.00965
C -3.57999 -1.50922 -0.09187
N -2.27112 -1.61281 0.13326
H 1.77695 4.11046 -4.38410
H 2.61501 1.79834 -4.69596
H 2.29202 0.11311 -2.94193
H 0.35356 3.03337 -0.49258
H 0.65595 4.71663 -2.25595
H 3.77397 0.65034 -0.85163
H 5.31246 -1.10985 -0.17848
H 4.50414 -3.26896 0.74151
H 2.05561 -3.64430 0.98474
H -2.08737 -4.89133 0.82253
H -4.55627 -4.68849 0.45131
H -5.49284 -2.45660 -0.18442
H -3.93217 -0.51937 -0.36007
O -3.48090 3.53726 -4.93964
C -3.03918 2.85878 -4.05933
S -3.10738 3.31328 -2.34044
C -2.31038 1.89604 -1.71124
C -1.89898 0.94333 -2.64794
S -1.09564 -0.46960 -2.23372
S -2.24615 1.29228 -4.32443
S -2.04350 1.73169 -0.05506
N -2.44534 -0.09400 2.58668
H -3.31655 0.27369 2.21903
H -2.11313 0.57086 3.27767
H -2.67153 -0.94515 3.09260
Br 1.06583 -1.48111 5.72525
C 1.16666 -0.25552 4.29208
C 1.97810 0.86250 4.36904
C 2.00638 1.71431 3.27838
C 1.23134 1.41583 2.16854
N 0.45041 0.33990 2.10473
C 0.41962 -0.48218 3.14987
H 2.56929 1.05619 5.25351
H 2.62689 2.59960 3.28168
H 1.23927 2.04956 1.29228
H -0.20324 -1.36403 3.06367

Here are the natural (NBO) charges for atoms 1 to 5, given in e: Fe 0.697; C -0.238; C -0.219; C -0.194; C 0.133

---

Molecular formula: C25H20CdCl3NO3Si
Method: DFT, ωB97M-V/def2-TZVPD

Its total charge is -2.

Atoms and positions in Å:
Cd -0.02510 0.37406 -0.37687
C -5.37337 -3.79485 -2.12765
O -5.00303 -3.20660 -3.37916
C -3.93951 -2.33460 -3.24678
C -4.05984 -1.28302 -4.14303
C -3.14373 -0.26507 -4.22322
C -2.03749 -0.38095 -3.39044
C -0.97730 0.52061 -3.61380
C -1.30893 1.66269 -4.53309
O 0.28002 0.50316 -3.01390
C -2.07397 -1.28642 -2.22899
O -1.44808 -1.01619 -1.13072
C -2.91704 -2.40413 -2.26417
H -6.37337 -4.21117 -2.33060
H -5.51090 -2.96119 -1.35046
H -4.61651 -4.52327 -1.73307
H -4.86937 -1.39785 -4.79591
H -3.39590 0.61129 -4.82542
H -1.70957 1.52758 -5.57598
H -0.48592 2.37398 -4.44569
H -2.23025 2.01532 -3.99300
H -2.88404 -3.18819 -1.50424
Cl 2.73418 -1.12080 -2.96124
Si 1.80173 0.60446 -3.48673
Cl 1.47246 0.84993 -5.49078
Cl 2.32517 2.21251 -2.58057
C 1.78942 0.62941 0.66042
C 2.98465 0.63051 1.07094
C 4.25372 0.56302 1.71225
C 4.43883 -0.44723 2.66531
C 5.55880 -0.50452 3.40814
C 6.65381 0.29773 3.13576
C 6.53933 1.27493 2.14696
C 5.42558 1.31590 1.34187
H 3.62523 -1.20375 2.77861
H 5.54781 -1.18480 4.30405
H 7.60052 0.12200 3.67150
H 7.31936 1.99083 2.05032
H 5.32530 2.01784 0.54937
C -1.73288 1.11778 1.08875
C -1.26675 1.01196 2.41688
C -1.51508 -0.05642 3.29622
C -0.93009 -0.13742 4.54439
C -0.12239 0.91905 5.00572
C 0.08359 2.08104 4.22765
C -0.52091 2.13370 2.96562
C 0.54394 0.67735 6.21451
N 1.11632 0.45097 7.19011
H -1.75486 2.06595 0.54544
H -2.42734 0.38881 0.64113
H -2.11209 -0.90977 2.91390
H -1.09682 -0.94289 5.31180
H 0.76471 2.86075 4.53490
H -0.32208 2.95599 2.35299

Here are the natural (NBO) charges for atoms 1 to 5, given in e: Cd 1.593; C -0.257; O -0.538; C 0.185; C -0.314

---

Molecular formula: C25H20Cl52F5IO3
Method: DFT, ωB97M-V/def2-TZVPD

Atoms and positions in Å:
C 4.97266 -1.67376 0.67541
O 5.14523 -0.25983 0.83175
C 5.23016 0.35847 -0.43832
C 5.46059 1.86638 -0.33542
O 4.65551 2.54782 0.61187
C 3.28162 2.21311 0.56723
C 2.59600 3.19767 1.54678
C 2.61300 2.41010 -0.82560
O 1.98417 1.23518 -1.35906
C 0.76855 0.92884 -0.71054
I 1.02976 -1.02391 0.18115
C -0.33564 1.01905 -1.79029
C -1.61661 0.19797 -1.57135
C -2.54184 0.74620 -0.44545
C -2.50532 -0.02408 0.86725
F -2.29575 -1.32579 0.71616
F -1.55807 0.53994 1.65201
C -3.84888 0.08826 1.73679
F -3.51148 0.40298 2.98809
F -4.67973 1.04958 1.35033
F -4.46630 -1.05184 1.79796
H 4.78021 -1.92763 -0.37037
H 5.82394 -2.22754 1.08498
H 4.06537 -1.93161 1.23292
H 4.37168 0.11873 -1.08618
H 6.11438 -0.05770 -0.95909
H 6.50731 2.02555 -0.05054
H 5.37024 2.31901 -1.33435
H 3.05735 1.21822 0.97287
H 1.55786 2.89261 1.71718
H 2.59015 4.21947 1.14577
H 3.15721 3.17495 2.48466
H 1.82512 3.17531 -0.72888
H 3.29755 2.78669 -1.58789
H 0.57017 1.65258 0.08245
H 0.14307 0.80357 -2.74829
H -0.64592 2.07404 -1.81552
H -2.20208 0.30682 -2.49411
H -1.44173 -0.87651 -1.48918
H -2.40578 1.81182 -0.27056
H -3.56183 0.64334 -0.82402
C 1.41771 6.88164 1.54461
Cl 2.41188 8.34386 1.51510
Cl 1.84791 5.90268 2.95166
Cl -0.29059 7.32927 1.63689
Cl 1.70362 5.94541 0.06806
C 5.55745 4.31858 -4.21260
Cl 6.51397 2.99040 -3.54547
Cl 6.45305 5.83085 -4.04304
Cl 5.22320 4.01568 -5.92145
Cl 4.02727 4.41301 -3.32097
C 6.62176 2.15306 -9.64751
Cl 5.27087 3.13657 -9.06579
Cl 7.16530 1.07932 -8.35228
Cl 6.09426 1.18963 -11.03237
Cl 7.95160 3.21042 -10.13526
C -5.26506 -3.41722 4.95207
Cl -5.90380 -4.08556 3.44770
Cl -6.54062 -3.40166 6.18002
Cl -3.91720 -4.41980 5.51174
Cl -4.69450 -1.76871 4.67134
C 5.07664 -5.41962 -1.73757
Cl 6.48233 -5.35615 -0.66657
Cl 4.11863 -3.94582 -1.54004
Cl 5.62050 -5.55023 -3.41538
Cl 4.08672 -6.82648 -1.32700
C -0.21411 -6.90980 4.73135
Cl -1.48286 -5.78857 5.24889
Cl 0.17728 -8.01402 6.05683
Cl -0.78508 -7.83823 3.33929
Cl 1.22978 -5.99542 4.27893
C -8.13321 -7.68783 3.63254
Cl -7.25680 -9.21464 3.80529
Cl -8.02610 -7.13276 1.95431
Cl -9.82935 -7.93254 4.06629
Cl -7.41861 -6.47302 4.69659
C 3.69219 9.43697 -3.21782
Cl 3.49107 7.68391 -3.15439
Cl 5.36884 9.83254 -3.62199
Cl 2.61262 10.11627 -4.44252
Cl 3.28850 10.09917 -1.63101
C 9.68017 -7.61713 0.28621
Cl 10.91542 -8.00879 1.48875
Cl 10.15987 -8.26630 -1.28653
Cl 8.13692 -8.32927 0.77262
Cl 9.50969 -5.85892 0.16866
C -11.59203 -10.83352 6.27321
Cl -12.70051 -11.57615 7.43344
Cl -10.33546 -9.94569 7.14367
Cl -10.84511 -12.09162 5.28079
Cl -12.49074 -9.71984 5.23139
C -5.29853 2.84176 4.95953
Cl -4.09417 3.70442 3.98827
Cl -6.91520 3.18040 4.32534
Cl -4.98627 1.10627 4.87543
Cl -5.19811 3.38662 6.64012
C -4.27353 4.18266 -1.75145
Cl -4.77578 2.93540 -0.60422
Cl -2.54042 4.49866 -1.55766
Cl -4.59200 3.63128 -3.39955
Cl -5.17886 5.67058 -1.44313
C -7.93774 4.94767 -6.01780
Cl -7.15340 5.23209 -4.45957
Cl -8.43932 6.49134 -6.71975
Cl -6.79837 4.14613 -7.10923
Cl -9.35540 3.91674 -5.78560

Here are the Mulliken charges for atoms 1 to 5, given in e: C -0.381; O -0.411; C -0.359; C -0.076; O -0.553

---

The calculation returns the following ΔE to the lowest compared entry with this formula, charge and spin values, one per record and in order: 0.0, 5.6, 71.2, 19.6 kcal per mole.
The calculation returns the following energy values, one per record and in order: -168222.40393, -185008.97555, -83890.52363, -705239.30286 eV.